{"formula": "C65H70BrClN3O2S", "method": "wB97M-V/def2-TZVPD", "charge": 1, "spin_multiplicity": 1, "orbital_gap_ev": 6.80, "homo_ha": -0.387, "e_tot_ha": -6265.550828, "mol_weight_da": 1072.72, "symbols": ["O", "C", "C", "C", "C", "C", "C", "O", "C", "N", "C", "S", "N", "C", "C", "C", "C", "N", "C", "C", "Br", "C", "C", "C", "Cl", "H", "H", "H", "H", "H", "H", "H", "H", "H", "H", "H", "H", "H", "H", "H", "H", "H", "H", "H", "H", "H", "H", "C", "C", "C", "C", "C", "C", "H", "H", "H", "H", "H", "H", "C", "C", "C", "C", "C", "C", "H", "H", "H", "H", "H", "H", "C", "C", "C", "C", "C", "C", "H", "H", "H", "H", "H", "H", "C", "C", "C", "C", "C", "C", "H", "H", "H", "H", "H", "H", "C", "C", "C", "C", "C", "C", "H", "H", "H", "H", "H", "H", "C", "C", "C", "C", "C", "C", "H", "H", "H", "H", "H", "H", "C", "C", "C", "C", "C", "C", "H", "H", "H", "H", "H", "H", "C", "C", "C", "C", "C", "C", "H", "H", "H", "H", "H", "H"], "xyz": [[-3.63753, 2.29293, -5.30597], [-3.01441, 1.39081, -4.39464], [-1.48966, 1.49207, -4.51853], [-0.84011, 2.01379, -3.21535], [0.58910, 1.50287, -3.02631], [0.76298, 0.15047, -2.31907], [2.02333, -0.09619, -1.47588], [2.35565, 0.83272, -0.51211], [1.70813, -1.51732, -0.99718], [2.66937, -2.42787, -0.70288], [3.18184, -2.21402, 0.38849], [3.73480, -2.11996, 1.80837], [0.44480, -1.70660, -0.96179], [-0.09609, -2.98976, -0.59936], [-0.35588, -3.93747, -1.56083], [-0.82765, -5.12111, -1.07089], [-1.03617, -5.26644, 0.27347], [-0.79573, -4.37432, 1.21934], [-0.30866, -3.25779, 0.71284], [-0.28920, -0.41996, -1.35051], [-2.00698, -0.99361, -2.05267], [-0.50951, 0.23251, 0.04724], [-0.53846, 1.75378, 0.09380], [-0.27398, 2.25190, 1.52568], [0.21208, 3.96759, 1.39388], [-4.38777, 2.67759, -4.84843], [-3.31248, 0.36934, -4.63391], [-3.35792, 1.64237, -3.39489], [-1.28454, 2.21023, -5.30426], [-1.06576, 0.53421, -4.81021], [-1.49072, 1.83863, -2.37161], [-0.77263, 3.09257, -3.33508], [1.22756, 2.23133, -2.53239], [1.00130, 1.37779, -4.02419], [0.83263, -0.60991, -3.09599], [2.83573, -0.18263, -2.20042], [3.26286, 1.12888, -0.62737], [-0.19795, -3.75029, -2.60780], [-1.04428, -5.93722, -1.73475], [-1.44011, -6.20852, 0.61409], [-0.05532, -2.48201, 1.42647], [0.19561, -0.14600, 0.78127], [-1.47918, -0.11215, 0.39161], [-1.52396, 2.11426, -0.18211], [0.19860, 2.23240, -0.53575], [0.55720, 1.68558, 1.92867], [-1.14729, 2.17991, 2.15759], [-4.34909, -1.34662, -8.75696], [-5.67822, -1.10183, -9.07015], [-6.21081, 0.16744, -8.89067], [-5.41192, 1.19377, -8.40625], [-4.08152, 0.95092, -8.09577], [-3.55156, -0.32040, -8.26782], [-3.93422, -2.33701, -8.89497], [-6.29964, -1.90014, -9.45440], [-7.24917, 0.35687, -9.12983], [-5.82666, 2.18428, -8.27077], [-3.46022, 1.74975, -7.71978], [-2.51408, -0.51204, -8.02180], [-4.22286, -3.86389, 1.56378], [-5.26015, -4.00002, 2.47378], [-6.57610, -3.86757, 2.05562], [-6.85527, -3.60253, 0.72179], [-5.81852, -3.46966, -0.19151], [-4.50184, -3.59827, 0.23000], [-3.19722, -3.96823, 1.89443], [-5.04196, -4.21338, 3.51222], [-7.38396, -3.97237, 2.76742], [-7.88134, -3.50289, 0.39362], [-6.03758, -3.26766, -1.23232], [-3.69146, -3.49207, -0.48353], [-4.67440, -7.59767, 1.43680], [-4.14996, -7.45172, 2.71355], [-4.02572, -8.55493, 3.54628], [-4.41882, -9.80806, 3.09784], [-4.94055, -9.95576, 1.82011], [-5.07216, -8.85057, 0.99082], [-4.77404, -6.73306, 0.79059], [-3.83815, -6.47418, 3.05815], [-3.62272, -8.43869, 4.54402], [-4.31898, -10.66981, 3.74456], [-5.24607, -10.93333, 1.47089], [-5.48465, -8.96575, -0.00323], [4.11910, 6.94334, -3.14882], [3.36490, 6.45897, -2.08913], [2.44829, 5.43980, -2.30396], [2.29344, 4.89967, -3.57106], [3.05036, 5.37906, -4.63064], [3.96052, 6.40517, -4.41937], [4.83185, 7.74061, -2.98501], [3.49065, 6.87566, -1.09797], [1.85347, 5.06532, -1.47818], [1.57800, 4.10244, -3.72931], [2.93086, 4.95539, -5.61942], [4.54790, 6.78524, -5.24459], [2.69702, 3.83451, 2.24204], [2.77266, 2.50488, 1.85017], [3.19982, 1.53603, 2.74991], [3.53468, 1.89416, 4.04516], [3.45303, 3.22226, 4.44088], [3.04175, 4.19313, 3.53789], [2.36760, 4.59037, 1.54016], [2.49676, 2.22518, 0.84159], [3.25890, 0.49767, 2.44474], [3.85479, 1.13936, 4.75212], [3.70796, 3.50010, 5.45497], [2.98350, 5.22927, 3.84543], [2.21651, 8.70493, 2.77580], [2.74168, 8.75892, 4.05925], [2.79124, 7.61144, 4.83841], [2.32334, 6.40743, 4.33017], [1.80082, 6.35124, 3.04526], [1.74434, 7.50175, 2.26981], [2.17490, 9.60087, 2.17007], [3.11170, 9.69637, 4.45305], [3.19485, 7.65585, 5.84172], [2.36510, 5.51036, 4.93700], [1.43675, 5.41091, 2.64667], [1.33161, 7.46084, 1.26868], [-1.87921, 1.39807, 5.54689], [-1.90551, 0.06724, 5.15427], [-0.88197, -0.44386, 4.36788], [0.17086, 0.37584, 3.98229], [0.20021, 1.70734, 4.37779], [-0.82815, 2.21811, 5.15689], [-2.67834, 1.79695, 6.15760], [-2.72318, -0.57167, 5.46131], [-0.90523, -1.48215, 4.05780], [0.97339, -0.02301, 3.37188], [1.01803, 2.34302, 4.07695], [-0.81057, 3.25649, 5.46154], [6.88209, -3.28315, 3.00565], [7.18021, -3.14916, 1.65669], [8.43037, -3.51937, 1.18206], [9.37861, -4.03159, 2.05527], [9.07881, -4.16878, 3.40318], [7.83213, -3.79130, 3.87964], [5.90874, -2.99279, 3.38094], [6.43936, -2.75557, 0.97240], [8.66571, -3.40948, 0.13156], [10.35199, -4.32432, 1.68497], [9.81824, -4.56986, 4.08330], [7.60070, -3.89383, 4.93159]]}